Entry P
A 40-piece molecular cluster, H80O40 overall. Source: the OMol25 dataset; level of theory: ωB97M-V/def2-TZVPD.

Geometry as XYZ:
```
120
Properties=species:S:1:pos:R:3
H 2.43 -4.03 1.82
H 2.94 -4.60 3.14
O 3.02 -4.68 2.20
H -4.92 -0.74 1.87
H -3.97 -1.89 2.30
O -4.69 -1.38 2.58
H 2.40 1.22 -0.83
H 2.15 -0.21 -1.01
O 2.11 0.47 -0.31
H -0.55 -3.31 0.65
H -1.43 -2.19 0.82
O -0.50 -2.34 0.78
H -4.97 -3.45 -0.60
H -5.78 -2.54 -1.48
O -5.80 -3.35 -1.01
H -0.68 2.78 1.81
O -1.12 1.95 1.76
H 1.55 -4.17 4.58
O 2.41 -3.99 5.10
H -0.69 3.85 -1.58
H -1.00 2.82 -2.67
O -1.39 3.30 -1.95
H -1.16 -2.48 3.49
H -2.18 -2.49 4.58
O -1.43 -3.03 4.28
H 2.34 0.71 -3.88
H 3.85 0.90 -3.25
O 2.92 1.01 -3.17
H 2.85 -1.06 -5.27
H 1.91 -2.17 -5.04
O 2.60 -1.70 -4.58
H -2.81 -0.85 -5.70
O -1.87 -1.14 -5.71
H 0.11 0.63 5.23
H 1.47 1.28 4.99
O 0.64 1.44 5.53
H 0.71 -2.45 3.13
H 2.20 -2.10 2.61
O 1.61 -2.32 3.34
H 1.93 -0.19 3.64
H 1.96 0.19 2.15
O 1.96 0.53 3.03
H 1.32 5.48 0.28
H 0.00 5.09 0.00
O 0.85 4.96 -0.41
H -1.01 -0.93 -1.91
H -0.87 -1.74 -3.28
O -1.60 -1.37 -2.66
H -0.92 -4.64 3.43
H -0.26 -5.73 3.77
O -0.05 -5.00 3.20
H 3.91 -3.83 -0.11
O 3.27 -3.71 -0.85
H -4.54 1.88 0.40
H -5.59 1.02 0.07
O -5.16 1.35 0.85
H -3.86 3.99 1.95
O -3.76 4.41 1.10
H -4.26 4.97 -1.68
H -3.01 5.36 -1.03
O -3.94 5.66 -1.02
H 2.04 5.06 2.63
H 0.63 5.72 3.09
O 1.41 5.78 2.55
H 3.52 3.93 -0.56
H 4.86 4.68 -0.54
O 4.39 3.91 -0.23
H -1.14 -5.44 -0.56
H 0.06 -6.18 -0.90
O -0.33 -5.36 -1.04
H -1.47 3.14 -4.05
H -0.78 3.19 -5.47
O -0.57 3.33 -4.48
H 2.55 -1.49 -2.77
H 2.05 -2.19 -1.44
O 1.89 -1.44 -2.04
H 2.35 4.03 4.03
H 2.98 2.88 3.70
O 2.59 3.62 3.22
H -4.25 2.07 -3.18
H -3.02 1.20 -3.19
O -3.26 2.12 -3.19
H 1.06 -2.32 -3.18
H 0.55 -3.85 -3.40
O 0.48 -2.95 -3.59
H -2.39 1.73 -1.70
H -2.36 0.50 -0.86
O -2.91 1.20 -1.08
H -0.86 6.10 1.90
O -1.11 5.29 2.32
H 5.71 -0.46 -0.94
H 5.61 -0.80 -2.30
O 6.29 -0.82 -1.62
H 3.44 -4.36 -1.56
H -1.17 1.55 0.90
H -2.88 4.77 0.92
H 2.30 -3.05 5.13
H -1.77 -1.44 -4.80
H -1.84 5.37 2.87
O 4.83 0.14 4.62
H 4.74 0.33 3.70
H 4.53 -0.69 4.97
O -2.48 -3.07 -0.84
H -2.48 -2.32 -1.47
H -3.23 -3.60 -1.21
O -0.29 -0.34 -0.58
H -0.72 -0.84 0.09
H 0.56 -0.03 -0.26
O 4.35 0.99 1.78
H 4.62 1.45 0.99
H 3.52 1.30 2.07
O -3.97 -1.65 -4.18
H -3.10 -1.35 -3.84
H -3.69 -2.54 -4.49
O -1.81 -0.68 3.11
H -1.92 0.30 3.16
H -2.66 -0.89 2.69
O 0.61 -0.81 -6.18
H 0.59 -1.66 -5.84
H 0.35 -0.42 -7.00
```

Its LUMO energy is -0.5 eV. The spin multiplicity is 1. For the HOMO energy, the calculation gives -10.689 eV.



Entry Q
A 40-piece molecular cluster, H80O40 overall. Source: the OMol25 dataset; level of theory: ωB97M-V/def2-TZVPD.

Geometry as XYZ:
```
120
Properties=species:S:1:pos:R:3
H 2.74 -3.78 1.82
H 4.12 -3.81 1.80
O 3.45 -3.11 1.80
H 5.61 -1.36 -0.69
H 4.39 -1.72 -1.03
O 5.24 -1.75 -1.50
H -0.83 5.51 -4.67
H -0.87 4.22 -3.66
O -1.24 4.69 -4.40
H 1.40 2.49 4.97
H 1.42 1.23 4.71
O 1.41 1.74 5.57
H -0.24 -1.84 1.87
H -1.23 -0.72 2.42
O -0.70 -1.50 2.64
H 1.58 -0.13 0.99
O 1.31 0.68 1.42
H -2.89 2.30 2.27
O -2.98 2.09 3.21
H -4.60 3.68 -0.26
H -3.58 4.78 0.07
O -4.40 4.59 -0.40
H 4.45 4.89 0.39
H 5.03 3.62 -0.11
O 4.54 4.39 -0.43
H 5.47 -1.20 2.06
H 4.46 -1.55 3.07
O 5.38 -1.28 3.02
H 1.50 -2.29 5.76
H 1.42 -3.68 5.62
O 0.80 -2.96 5.84
H -1.54 0.73 5.48
O -1.09 0.05 5.98
H 2.76 2.92 -4.99
H 2.42 3.58 -3.69
O 2.07 2.95 -4.32
H 4.23 0.52 1.50
H 4.11 0.94 -0.04
O 4.51 0.36 0.60
H -4.19 -1.49 -1.56
H -5.32 -2.48 -1.53
O -4.49 -2.32 -1.98
H 3.04 1.25 -3.94
H 3.75 -0.04 -4.19
O 3.92 0.90 -4.11
H 0.58 -3.66 -0.44
H 0.91 -2.17 -0.73
O 0.39 -2.73 -0.15
H -0.26 0.22 -1.91
H 0.44 -0.28 -0.63
O 0.20 -0.53 -1.53
H -0.77 2.37 -4.36
O -0.63 2.13 -3.43
H -0.67 4.68 4.25
H 0.66 4.44 4.79
O 0.23 5.01 4.15
H -6.07 -1.53 -0.17
O -5.44 -1.04 0.34
H 2.54 -1.74 -4.42
H 3.30 -2.80 -3.51
O 2.99 -1.90 -3.59
H 2.45 2.51 -1.29
H 1.09 1.73 -1.44
O 1.57 2.54 -1.62
H -0.89 -0.39 -5.90
H -1.30 0.32 -4.79
O -0.64 0.45 -5.49
H -1.13 -1.88 -2.30
H -2.62 -1.83 -2.41
O -1.84 -2.15 -2.88
H 3.03 -0.54 -2.43
H 3.74 0.77 -2.00
O 2.97 0.25 -1.87
H -1.20 -4.98 -4.35
H -1.73 -3.92 -5.30
O -0.93 -4.37 -5.05
H -4.45 -4.14 -0.94
H -3.06 -3.62 -0.90
O -3.56 -4.44 -0.78
H -4.46 -4.25 1.74
H -3.34 -3.49 1.08
O -3.95 -3.44 1.84
H 2.74 0.13 5.18
H 3.21 0.47 3.87
O 2.66 -0.22 4.27
H -2.83 1.29 -1.94
H -2.00 0.24 -1.25
O -2.91 0.46 -1.46
H 0.20 3.86 -0.18
O -0.52 4.05 -0.79
H -4.06 -2.72 4.65
H -3.17 -2.14 3.52
O -3.48 -2.00 4.42
H 0.11 1.60 -3.19
H 0.94 0.51 2.29
H -4.83 -1.49 0.91
H -3.21 2.94 3.55
H -1.62 -0.54 6.49
H -0.17 3.62 -1.57
O -2.27 2.48 -5.50
H -2.35 3.43 -5.30
H -1.41 2.20 -5.88
O -0.61 1.54 0.09
H -1.22 2.30 0.08
H -0.03 1.82 0.83
O -3.85 1.95 0.55
H -4.62 2.06 1.09
H -3.86 1.40 -0.24
O 2.32 3.47 1.53
H 3.07 3.61 0.93
H 2.40 4.15 2.20
O 0.63 -5.29 0.16
H -0.21 -5.52 0.59
H 1.19 -5.29 0.94
O 0.56 -3.78 2.98
H -0.36 -3.98 3.09
H 0.82 -3.31 3.75
O -2.16 -1.65 -0.20
H -2.45 -1.55 0.68
H -1.16 -1.76 -0.10
```

Its LUMO energy is -0.6 eV. The spin multiplicity is 1. For the HOMO energy, the calculation gives -10.611 eV.



Entry R
A 40-piece molecular cluster, H80O40 overall. Source: the OMol25 dataset; level of theory: ωB97M-V/def2-TZVPD.

Geometry as XYZ:
```
120
Properties=species:S:1:pos:R:3
H 1.41 -2.80 5.01
H 1.66 -1.33 5.45
O 0.99 -1.95 5.15
H -5.57 -2.16 -2.41
H -4.93 -3.59 -1.76
O -4.86 -2.71 -2.13
H -3.31 0.96 -5.97
H -2.93 0.75 -4.78
O -2.78 1.54 -5.33
H 4.54 -0.26 3.33
H 4.78 0.66 4.29
O 5.05 -0.24 4.14
H -0.13 4.35 -4.94
H -1.21 4.18 -3.89
O -0.25 4.32 -3.98
H 3.22 -3.93 -1.12
O 3.54 -4.24 -0.21
H -1.91 0.90 -1.41
O -2.62 0.25 -1.32
H 5.03 3.74 -2.66
H 3.86 2.84 -3.35
O 4.73 2.90 -2.98
H -1.36 5.42 0.99
H 0.01 4.67 1.20
O -0.79 4.70 0.67
H 4.90 -0.80 1.59
H 5.46 -1.04 0.11
O 5.64 -0.69 0.99
H -3.37 -4.05 0.07
H -3.86 -5.45 0.59
O -4.20 -4.58 0.31
H 2.62 4.13 -1.51
O 2.01 4.27 -0.80
H 4.83 1.49 2.43
H 3.96 1.80 3.59
O 3.92 1.71 2.64
H -4.41 3.98 -3.08
H -3.55 2.91 -3.79
O -3.58 3.51 -3.03
H -0.76 0.65 6.43
H -0.92 1.88 5.70
O -0.24 1.46 6.26
H 1.76 -1.18 -3.93
H 0.50 -0.70 -3.22
O 1.21 -0.35 -3.84
H 2.20 -3.26 -2.69
H 1.51 -3.72 -1.30
O 1.41 -3.68 -2.27
H -2.41 -0.90 -5.21
H -3.68 -1.57 -4.63
O -3.34 -1.14 -5.43
H 2.88 2.04 0.57
O 3.35 1.63 -0.16
H 1.96 1.96 3.23
H 0.45 2.03 2.92
O 1.33 2.22 2.56
H -3.62 -1.20 2.55
O -4.09 -1.18 3.37
H -0.84 -4.81 -2.24
H 0.04 -5.74 -1.82
O -0.82 -5.77 -2.27
H -2.54 0.75 2.05
H -2.81 1.89 2.99
O -2.07 1.43 2.57
H 5.81 2.90 -0.29
H 4.84 3.44 0.67
O 5.47 3.77 -0.01
H -0.89 -1.92 -2.95
H 0.34 -2.95 -3.25
O -0.55 -2.55 -3.60
H 0.57 -1.02 -0.85
H -0.67 -0.10 -0.73
O -0.40 -1.07 -0.89
H 4.08 -4.81 1.77
H 4.60 -3.35 2.36
O 4.80 -4.22 2.05
H -2.01 0.35 4.44
H -3.15 -0.10 5.43
O -2.46 0.55 5.26
H 1.96 -0.52 0.55
H 2.54 -1.36 1.81
O 2.44 -1.33 0.84
H -3.47 -0.50 0.18
H -2.01 -0.99 0.49
O -2.78 -0.58 0.92
H 2.97 0.21 -1.79
H 4.35 0.37 -2.44
O 3.60 -0.24 -2.44
H 1.19 1.71 0.03
O 0.50 1.17 0.41
H -0.71 2.20 -2.19
H 0.08 3.23 -1.23
O -0.44 2.43 -1.30
H 3.58 0.77 0.21
H 4.42 -4.00 -0.54
H -5.03 -1.34 3.38
H -2.98 0.04 -2.19
H 2.29 3.89 0.04
H -0.25 1.76 0.66
O -5.75 1.41 -2.45
H -5.20 1.63 -1.58
H -5.80 0.46 -2.34
O -2.09 -2.57 4.64
H -1.38 -2.09 4.22
H -2.69 -2.93 3.98
O -2.65 -3.10 -1.14
H -2.35 -2.38 -0.60
H -3.15 -2.84 -1.92
O 1.59 0.47 4.57
H 0.99 0.85 5.28
H 0.99 -0.18 4.19
O -4.61 3.00 -0.54
H -4.91 3.84 -0.87
H -3.66 3.07 -0.34
O 1.96 2.79 -3.61
H 1.70 1.99 -4.09
H 1.26 3.42 -3.40
O -1.59 -4.01 2.09
H -1.61 -3.82 3.02
H -0.71 -3.76 1.79
```

Its LUMO energy is -0.7 eV. The spin multiplicity is 1. For the HOMO energy, the calculation gives -10.493 eV.



Entry S
A 40-piece molecular cluster, H80O40 overall. Source: the OMol25 dataset; level of theory: ωB97M-V/def2-TZVPD.

Geometry as XYZ:
```
120
Properties=species:S:1:pos:R:3
H -3.93 -1.18 -4.42
H -2.79 -2.21 -4.25
O -3.23 -1.47 -3.84
H -0.28 -3.92 2.54
H -0.40 -5.33 1.94
O -0.50 -4.85 2.76
H 1.29 2.41 -3.13
H 1.82 3.67 -2.39
O 2.09 2.83 -2.78
H 5.44 2.31 -1.65
H 5.68 1.42 -0.43
O 5.38 2.30 -0.69
H -4.55 -1.69 -2.31
H -5.45 -0.44 -2.47
O -5.47 -1.40 -2.39
H 3.40 -2.37 0.59
O 3.74 -1.99 -0.23
H -4.31 0.01 -0.68
O -4.80 0.26 0.10
H -0.10 -0.33 -0.53
H -1.30 -0.07 0.28
O -0.34 -0.04 0.38
H -1.72 -2.13 5.04
H -2.08 -2.17 3.65
O -1.34 -1.85 4.19
H 1.20 1.84 4.45
H 1.42 0.88 5.63
O 0.77 1.17 4.99
H 0.34 -3.00 -1.39
H 1.13 -3.63 -0.09
O 0.46 -3.72 -0.77
H -1.91 2.68 5.56
O -2.37 3.49 5.35
H -3.16 0.50 1.75
H -2.19 1.47 2.42
O -2.22 0.73 1.80
H -1.62 -3.35 -3.53
H -1.67 -4.12 -4.85
O -1.85 -4.20 -3.91
H -1.39 3.17 -0.10
H -0.61 1.78 0.33
O -1.34 2.21 -0.19
H 3.05 -4.64 -1.87
H 4.49 -4.56 -2.47
O 3.86 -4.07 -1.94
H 1.81 -2.78 2.62
H 3.40 -2.93 2.93
O 2.68 -3.19 2.36
H 2.61 3.16 2.93
H 3.80 2.46 2.21
O 3.29 2.49 3.02
H 1.60 4.31 -0.10
O 2.35 4.82 -0.46
H 4.93 3.74 1.17
H 3.71 4.17 0.41
O 4.22 4.39 1.23
H 3.36 1.35 5.74
O 3.90 0.80 5.16
H 2.73 2.17 -0.91
H 2.61 0.70 -1.19
O 2.78 1.32 -0.46
H 2.33 2.81 1.15
H 1.24 1.69 1.18
O 1.38 2.64 1.26
H 4.22 -1.01 4.16
H 3.40 -0.98 5.30
O 3.87 -1.67 4.76
H -4.18 3.40 0.15
H -4.78 3.94 -1.08
O -4.36 4.26 -0.27
H -3.53 -4.53 -2.03
H -4.18 -4.83 -0.66
O -4.25 -5.01 -1.60
H 0.92 -0.33 -2.91
H -0.27 0.70 -2.33
O 0.10 -0.18 -2.37
H -0.06 -2.97 -5.36
H -0.34 -1.31 -5.25
O -0.44 -2.16 -5.69
H -1.19 0.69 -4.14
H -0.64 1.48 -5.27
O -0.37 0.79 -4.65
H 1.31 -6.39 -1.85
H 1.59 -5.22 -2.83
O 2.00 -5.87 -2.25
H 3.54 4.77 -2.71
H 3.96 3.57 -3.53
O 3.94 4.53 -3.55
H -3.60 1.58 -2.30
O -2.85 1.88 -2.81
H -2.78 0.74 3.92
H -3.79 0.59 4.79
O -3.62 1.21 4.06
H 2.48 5.55 0.15
H 4.26 -2.64 -0.71
H 4.24 1.39 4.45
H -5.09 -0.53 0.62
H -3.30 3.39 5.13
H -3.08 2.64 -3.35
O 0.25 -2.19 2.07
H 0.49 -1.35 1.64
H -0.49 -2.09 2.69
O 2.29 -0.75 -3.54
H 2.57 -1.36 -2.82
H 2.60 -1.40 -4.20
O -5.07 -1.83 1.63
H -5.65 -1.30 2.20
H -5.72 -2.54 1.45
O -0.44 3.40 -2.40
H -0.97 4.20 -2.49
H -1.08 2.75 -1.94
O -4.10 -3.22 3.41
H -4.51 -2.82 2.64
H -3.74 -4.06 3.11
O -3.11 5.27 -2.99
H -3.63 5.41 -2.19
H -3.64 4.90 -3.70
O 4.84 -0.82 2.15
H 4.10 -0.56 2.72
H 4.52 -1.67 1.84
```

Its LUMO energy is -0.8 eV. The spin multiplicity is 1. For the HOMO energy, the calculation gives -10.228 eV.



entry S is the most stable structure shown above.